Computed, not measured: a gas-phase ion, C8H9F2IN3 (charge +1) at a distorted geometry, with ωB97M-V/def2-TZVPD.

Values from the calculation:
**SMILES**: Cc1c[nH+]c2n1N(C(F)F)C(I)=CC2
**ΔE to the lowest compared entry with this formula, charge and spin**: 0.00 kcal/mol
**Gap between HOMO and LUMO**: 9.40 eV
**Total charge**: +1

Geometry as XYZ:
```
23
Properties=species:S:1:pos:R:3:lowdin_charge:R:1
C -0.25 2.87 0.15 0.01
C -0.44 1.53 -0.55 -0.15
C -1.10 1.30 -1.74 0.02
N -0.92 -0.02 -2.04 0.15
C -0.30 -0.63 -1.04 -0.21
N -0.11 0.23 -0.08 0.06
N 0.56 -0.08 1.12 -0.01
C -0.39 -0.41 2.25 -0.43
F 0.29 -0.60 3.36 0.11
F -1.11 -1.46 1.93 0.14
C 1.48 -1.14 0.92 -0.73
I 3.28 -0.95 2.02 0.95
C 1.33 -2.14 0.03 -0.12
C 0.20 -2.07 -1.01 -0.04
H 0.04 2.97 1.18 0.08
H 0.41 3.42 -0.57 0.11
H -1.25 3.32 -0.03 0.10
H -1.56 1.83 -2.53 0.14
H -1.20 -0.37 -2.95 0.20
H -1.13 0.50 2.36 0.20
H 2.06 -3.02 0.03 0.14
H -0.57 -2.87 -0.82 0.15
H 0.68 -2.20 -2.01 0.14
```

Computed, not measured: C8H9F3O2S in the gas phase at a distorted geometry, with ωB97M-V/def2-TZVPD.

Values from the calculation:
**SMILES**: CS(=O)(=O)\C=C/C=C\C=C\C(F)(F)F
**ΔE to the lowest compared entry with this formula, charge and spin**: 2.72 kcal/mol
**Gap between HOMO and LUMO**: 9.33 eV
**Total charge**: 0

Geometry as XYZ:
```
23
Properties=species:S:1:pos:R:3:lowdin_charge:R:1
C 1.81 -0.27 1.90 -0.14
S 2.86 0.53 0.63 0.64
O 3.66 1.51 1.31 -0.33
O 3.51 -0.50 -0.19 -0.35
C 1.63 1.43 -0.39 -0.15
C 0.72 0.89 -1.20 -0.14
C 0.63 -0.56 -1.58 -0.10
C -0.46 -1.34 -1.53 -0.10
C -1.79 -0.99 -1.03 -0.06
C -1.99 -0.19 0.02 0.04
C -3.39 0.25 0.47 -0.61
F -4.31 -0.71 0.62 0.15
F -3.26 0.72 1.81 0.04
F -3.81 1.24 -0.23 0.20
H 0.81 -0.34 1.44 0.04
H 2.07 -1.36 2.14 0.09
H 1.91 0.14 2.92 0.07
H 1.83 2.50 -0.25 0.09
H 0.07 1.55 -1.79 0.13
H 1.57 -1.13 -1.94 0.14
H -0.35 -2.32 -2.02 0.11
H -2.58 -1.54 -1.45 0.10
H -1.17 0.47 0.35 0.11
```

Computed, not measured: a molecular structure, C8H9F6N2O9PtS2, with ωB97M-V/def2-TZVPD.

Values from the calculation:
**ΔE to the lowest compared entry with this formula, charge and spin**: 0.00 kcal/mol
**Multiplicity**: 5
**Gap between HOMO and LUMO (alpha / beta)**: 7.03 / 8.56 eV
**Total charge**: +1

Geometry as XYZ:
```
37
Properties=species:S:1:pos:R:3:lowdin_charge:R:1
Pt 0.73 -0.48 -0.23 1.27
O 0.16 0.47 1.79 -0.16
C -1.00 1.15 2.30 -0.17
C -2.01 0.11 2.69 -0.14
N -2.62 -0.57 1.56 -0.22
C -2.84 -1.97 1.63 0.06
C -0.53 -3.47 0.69 -0.40
O -1.24 -4.34 0.45 0.27
O 0.16 -2.56 0.94 0.09
C -3.33 0.13 0.63 0.04
C -2.24 0.00 -1.41 -0.44
O -2.98 0.61 -2.08 0.23
O -1.29 -0.70 -1.22 -0.01
H 0.93 1.03 1.91 0.10
H -0.71 1.70 3.20 0.14
H -1.38 1.87 1.57 0.13
H -1.52 -0.64 3.31 0.14
H -2.79 0.60 3.30 0.15
H -2.69 -2.46 2.58 0.09
H -3.49 -2.41 0.89 0.08
H -4.13 -0.39 0.12 0.10
H -3.48 1.19 0.81 0.11
F 0.48 -2.26 -2.88 0.14
C 1.36 -1.63 -3.66 -0.69
F 0.72 -1.01 -4.63 0.19
F 2.23 -2.49 -4.14 0.19
S 2.26 -0.33 -2.68 0.66
O 1.23 0.60 -2.16 -0.36
O 3.28 0.20 -3.49 -0.18
N 2.68 -1.24 -1.41 -0.34
S 3.63 -0.55 -0.30 0.67
O 2.71 0.27 0.53 -0.38
O 4.84 0.03 -0.73 -0.18
C 4.04 -2.03 0.76 -0.69
F 5.00 -2.71 0.18 0.20
F 4.43 -1.56 1.93 0.18
F 2.97 -2.79 0.92 0.15
```

Computed, not measured: C8H9N in the gas phase at a distorted geometry, with ωB97M-V/def2-TZVPD.

Values from the calculation:
**SMILES**: C=CC(=C)c1ccc[nH]1
**ΔE to the lowest compared entry with this formula, charge and spin**: 61.49 kcal/mol
**Gap between HOMO and LUMO**: 8.45 eV
**Total charge**: 0

Geometry as XYZ:
```
18
Properties=species:S:1:pos:R:3:lowdin_charge:R:1
C 0.79 -2.61 1.25 0.04
C 0.54 -1.29 1.01 -0.15
C 0.53 -0.71 -0.28 -0.22
C 0.80 -1.16 -1.49 0.05
C -0.19 0.87 -0.28 -0.14
C 0.26 2.10 -0.70 -0.08
C -0.67 3.06 -0.33 -0.10
C -1.66 2.40 0.30 -0.19
N -1.45 1.09 0.31 0.06
H 0.82 -3.04 2.18 0.02
H 1.00 -3.35 0.55 0.03
H 0.09 -0.84 1.98 0.14
H 1.10 -2.21 -1.58 0.06
H 0.59 -0.65 -2.41 0.07
H 1.16 2.28 -1.14 0.07
H -0.54 4.14 -0.41 0.10
H -2.57 2.81 0.49 0.08
H -2.17 0.41 0.60 0.17
```

Computed, not measured: C8H9N in the gas phase at a distorted geometry, with ωB97M-V/def2-TZVPD.

Values from the calculation:
**ΔE to the lowest compared entry with this formula, charge and spin**: 131.27 kcal/mol
**Gap between HOMO and LUMO (alpha / beta)**: 8.24 / 8.24 eV
**Total charge**: 0

Geometry as XYZ:
```
18
Properties=species:S:1:pos:R:3:lowdin_charge:R:1
C -2.13 -0.36 0.24 -0.28
C -1.03 0.35 0.20 0.01
C 0.03 1.16 0.09 -0.28
C 0.28 -1.85 0.03 0.04
C -0.61 -2.77 0.22 0.02
C 1.36 0.52 0.06 -0.18
C 1.30 -0.87 -0.53 -0.19
C -0.22 2.66 -0.03 -0.06
N -2.85 -1.31 0.22 0.10
H -0.81 -3.71 0.69 0.07
H -1.73 -2.29 0.20 0.02
H 2.15 1.12 -0.44 0.13
H 1.77 0.36 1.04 0.11
H 2.28 -1.26 -0.29 0.11
H 1.15 -0.88 -1.59 0.11
H 0.01 3.25 0.87 0.08
H -1.32 2.85 -0.06 0.09
H 0.38 3.04 -0.91 0.10
```

Computed, not measured: C8H9N in the gas phase at a distorted geometry, with ωB97M-V/def2-TZVPD.

Values from the calculation:
**ΔE to the lowest compared entry with this formula, charge and spin**: 0.00 kcal/mol
**Multiplicity**: 3
**Gap between HOMO and LUMO (alpha / beta)**: 6.12 / 8.39 eV
**Total charge**: 0

Geometry as XYZ:
```
18
Properties=species:S:1:pos:R:3:lowdin_charge:R:1
C -0.60 -0.78 -1.93 -0.11
C -1.54 0.20 -1.92 -0.13
C -0.22 -1.12 -0.67 0.04
C -0.49 1.29 -0.13 -0.03
C 0.04 -0.71 0.51 -0.29
C 0.52 0.71 0.36 -0.34
C 0.03 -1.24 1.86 -0.02
C 1.90 0.99 0.57 -0.04
N -1.60 1.08 -0.83 0.01
H -0.05 -1.25 -2.70 0.10
H -2.23 0.26 -2.83 0.13
H -0.95 -1.55 2.19 0.09
H 0.51 -0.46 2.39 0.06
H 0.60 -2.11 1.98 0.07
H 2.34 0.56 -0.39 0.13
H 2.22 0.52 1.52 0.09
H 2.06 2.01 0.74 0.06
H -2.54 1.60 -0.72 0.18
```

Computed, not measured: a molecular structure, C8H9N2O5PdS at a distorted geometry, with ωB97M-V/def2-TZVPD.

Values from the calculation:
**ΔE to the lowest compared entry with this formula, charge and spin**: 5.33 kcal/mol
**Multiplicity**: 5
**Gap between HOMO and LUMO (alpha / beta)**: 7.85 / 5.01 eV
**Total charge**: +3

Geometry as XYZ:
```
26
Properties=species:S:1:pos:R:3:lowdin_charge:R:1
O 4.92 0.69 -4.99 0.11
C 4.26 0.70 -4.06 0.03
Pd 1.21 -0.27 -1.39 0.58
O 1.94 -1.38 -4.21 0.25
C 1.82 -0.84 -3.20 -0.12
C 1.89 1.29 -0.16 -0.22
O 1.63 1.76 0.89 0.22
C 0.34 1.33 -2.34 -0.04
O -0.20 2.29 -2.69 0.26
C 2.84 -1.23 -0.65 -0.06
O 3.59 -1.79 0.01 0.26
H 2.71 1.54 -0.89 0.14
C -0.94 0.04 3.03 0.00
N -0.84 -1.00 2.00 0.04
C -1.31 -0.77 0.74 -0.64
S -0.66 -1.52 -0.68 1.09
N -2.45 -0.07 0.55 0.02
C -3.59 -0.07 1.49 0.02
H -1.60 0.79 2.61 0.08
H 0.03 0.49 3.25 0.12
H -1.37 -0.37 3.95 0.13
H 0.05 -1.53 2.03 0.16
H -2.68 0.09 -0.45 0.17
H -3.64 0.95 1.93 0.13
H -4.53 -0.25 0.96 0.13
H -3.43 -0.86 2.27 0.13
```

Computed, not measured: a molecular structure, C8H9N2O5SV at a distorted geometry, with ωB97M-V/def2-TZVPD.

Values from the calculation:
**ΔE to the lowest compared entry with this formula, charge and spin**: 16.09 kcal/mol
**Multiplicity**: 3
**Gap between HOMO and LUMO (alpha / beta)**: 7.28 / 7.27 eV
**Total charge**: +2

Geometry as XYZ:
```
26
Properties=species:S:1:pos:R:3:lowdin_charge:R:1
O -2.39 -3.80 1.39 0.00
C -2.26 -4.09 0.29 0.03
V 0.04 0.35 0.07 0.39
O 2.09 -1.04 1.77 0.15
C 1.13 -0.90 1.07 -0.25
C 1.32 1.63 0.52 -0.11
O 2.16 2.37 0.88 0.24
C -0.88 2.72 -1.44 0.07
O -1.13 3.62 -2.06 0.17
C 0.53 -0.10 -1.68 -0.05
O 0.86 -0.33 -2.79 0.23
H 0.41 -1.67 0.58 0.16
C 1.39 0.97 4.39 -0.02
N 0.07 1.27 3.81 0.02
C -0.64 0.44 3.03 -0.72
S -1.48 1.08 1.64 0.81
N -0.74 -0.87 3.28 -0.01
C -0.26 -1.54 4.48 -0.01
H 1.25 0.37 5.29 0.09
H 1.87 1.92 4.65 0.12
H 2.05 0.43 3.70 0.08
H -0.05 2.25 3.54 0.14
H -1.26 -1.40 2.59 0.12
H -0.45 -0.93 5.37 0.11
H -0.79 -2.50 4.58 0.12
H 0.80 -1.78 4.37 0.10
```

Computed, not measured: C8H9N3O in the gas phase at a distorted geometry, with ωB97M-V/def2-TZVPD.

Values from the calculation:
**ΔE to the lowest compared entry with this formula, charge and spin**: 55.04 kcal/mol
**Multiplicity**: 3
**Gap between HOMO and LUMO (alpha / beta)**: 6.14 / 6.41 eV
**Total charge**: 0

Geometry as XYZ:
```
21
Properties=species:S:1:pos:R:3:lowdin_charge:R:1
C -0.36 1.38 1.88 -0.06
C -0.91 1.44 0.57 -0.18
C -0.78 0.16 0.11 -0.08
C -0.61 -0.33 -1.34 -0.44
C -0.24 -2.05 1.12 -0.09
C 0.28 -3.14 1.11 0.10
C 1.85 -0.97 -0.75 -0.09
C -1.31 2.57 -0.29 -0.01
N -0.04 0.13 2.24 0.12
N -0.31 -0.59 1.18 -0.13
N 0.66 -0.78 -1.58 0.02
O -1.55 -0.38 -2.13 0.06
H -0.32 2.27 2.43 0.09
H 0.67 -4.17 1.22 0.06
H 2.45 -0.11 -0.92 0.07
H 2.45 -1.87 -0.92 0.08
H 1.61 -1.38 0.36 0.10
H -0.52 3.08 -0.74 0.08
H -1.91 2.23 -1.11 0.08
H -1.86 3.26 0.20 0.05
H 0.75 -0.74 -2.65 0.18
```

Computed, not measured: 2 unconnected molecules or ions with the total composition C8H9N4O at a distorted geometry, with ωB97M-V/def2-TZVPD.

Values from the calculation:
**ΔE to the lowest compared entry with this formula, charge and spin**: 132.80 kcal/mol
**Gap between HOMO and LUMO**: 8.40 eV
**Total charge**: +1

Geometry as XYZ:
```
22
Properties=species:S:1:pos:R:3:lowdin_charge:R:1
C 2.15 1.22 1.50 -0.16
C 0.05 -1.71 -0.40 -0.05
C 0.91 -0.71 -0.71 -0.02
C -1.22 0.03 -0.94 -0.03
C 0.72 -0.02 2.78 -0.12
C -0.19 2.28 -2.16 0.23
C 1.81 0.72 2.76 -0.04
C -2.44 -1.97 -0.19 0.01
N 2.33 1.64 0.43 0.17
N -1.20 -1.16 -0.46 -0.16
N 0.09 0.37 -1.05 -0.12
N 0.47 1.60 -1.31 0.08
O -0.27 -0.53 2.52 0.27
H 0.29 -2.57 0.26 0.15
H 1.90 -0.63 -0.92 0.09
H -1.05 1.82 -2.47 0.07
H -0.02 3.27 -2.23 0.09
H 2.42 1.03 3.60 0.13
H -2.54 -1.89 0.92 0.11
H -3.30 -1.71 -0.86 0.11
H -2.18 -3.01 -0.37 0.08
H 1.26 1.92 -0.72 0.08
```

Computed, not measured: a molecular structure, C8H9N5OSbSe4Ti, with ωB97M-V/def2-TZVPD.

Values from the calculation:
**ΔE to the lowest compared entry with this formula, charge and spin**: 13.09 kcal/mol
**Multiplicity**: 3
**Gap between HOMO and LUMO (alpha / beta)**: 5.58 / 5.81 eV
**Total charge**: -1

Geometry as XYZ:
```
29
Properties=species:S:1:pos:R:3:lowdin_charge:R:1
Ti -0.98 -0.16 -1.18 -0.31
C 0.54 2.19 1.35 -0.10
C -0.04 2.63 0.17 -0.10
C -1.38 2.34 -0.09 -0.16
C -2.11 1.55 0.80 -0.14
C -1.50 1.08 1.96 -0.09
C -0.19 1.42 2.25 -0.10
H 1.58 2.42 1.55 0.10
H 0.53 3.19 -0.55 0.11
H -1.85 2.73 -0.99 0.10
H -3.13 1.29 0.58 0.10
H -2.06 0.43 2.62 0.11
H 0.28 1.06 3.15 0.10
Se -1.73 -2.69 -4.95 -0.21
Sb -0.52 -2.15 -3.00 -0.06
Se 0.29 0.56 -3.11 0.00
Se -2.51 -1.97 -0.57 0.02
Se 1.38 -3.46 -2.36 -0.21
N 3.96 -1.40 0.85 0.13
N 2.57 -1.45 0.78 -0.29
N 1.88 -2.41 1.34 0.14
C 0.66 -2.12 0.93 -0.25
N 0.65 -1.01 0.18 -0.10
N 1.89 -0.60 0.08 0.10
H 4.21 -1.49 1.83 0.09
H 4.23 -0.48 0.52 0.10
H -0.23 -2.69 1.14 0.07
O -3.66 0.74 -2.95 0.11
C -2.76 0.44 -2.34 -0.28
```

Computed, not measured: C8H9NO in the gas phase at a distorted geometry, with ωB97M-V/def2-TZVPD.

Values from the calculation:
**SMILES**: NCC(=O)c1ccccc1
**ΔE to the lowest compared entry with this formula, charge and spin**: 112.29 kcal/mol
**Gap between HOMO and LUMO**: 9.29 eV
**Total charge**: 0

Geometry as XYZ:
```
19
Properties=species:S:1:pos:R:3:lowdin_charge:R:1
N -3.10 0.58 1.70 0.07
C -1.74 0.43 1.50 -0.18
C -1.32 -0.23 0.09 -0.38
O -2.09 -0.82 -0.45 0.17
C 0.21 -0.09 -0.35 -0.22
C 0.33 -0.29 -1.65 0.00
C 1.72 -0.23 -2.15 -0.06
C 2.76 -0.12 -1.31 -0.06
C 2.43 0.00 0.13 -0.01
C 1.12 -0.02 0.57 -0.07
H -3.66 -0.20 1.55 0.08
H -3.60 1.01 1.22 -0.08
H -1.06 1.27 1.56 0.10
H -1.40 -0.48 2.27 0.18
H -0.49 -0.46 -2.32 0.11
H 1.83 -0.48 -3.26 0.12
H 3.77 -0.13 -1.41 0.07
H 3.22 0.23 0.69 0.06
H 1.07 0.05 1.63 0.12
```

Computed, not measured: 2 unconnected molecules or ions with the total composition C8H9NO3S2 at a distorted geometry, with ωB97M-V/def2-TZVPD.

Values from the calculation:
**ΔE to the lowest compared entry with this formula, charge and spin**: 91.39 kcal/mol
**Gap between HOMO and LUMO (alpha / beta)**: 5.91 / 6.59 eV
**Total charge**: 0

Geometry as XYZ:
```
23
Properties=species:S:1:pos:R:3:lowdin_charge:R:1
C 3.39 0.27 0.42 -0.09
C 2.92 1.50 -0.09 -0.07
C 2.54 -0.71 0.76 -0.14
C 1.56 1.78 -0.23 -0.10
C 1.14 -0.41 0.79 -0.53
C 0.70 0.83 0.33 -0.58
C -1.44 -1.60 0.27 -0.40
C -1.88 -0.18 0.28 -0.50
N -3.17 0.16 0.66 -0.43
O -4.07 -0.67 0.68 0.05
O -3.37 1.43 0.81 -0.08
O -2.31 0.15 -2.17 -0.03
S 0.37 -1.88 -0.23 0.91
S -0.90 1.26 0.17 1.22
H 4.51 0.17 0.32 0.13
H 3.69 2.24 -0.24 0.10
H 2.86 -1.69 1.04 0.11
H 0.98 2.64 -0.69 0.13
H 0.75 -0.71 1.71 0.11
H -1.58 -2.08 1.14 0.04
H -2.02 -2.06 -0.52 0.08
H -2.55 0.37 -3.03 0.02
H -2.16 -0.80 -2.20 0.05
```

Computed, not measured: C8H9NS in the gas phase at a distorted geometry, with ωB97M-V/def2-TZVPD.

Values from the calculation:
**SMILES**: S[C@H]1Cc2ccccc2N1
**ΔE to the lowest compared entry with this formula, charge and spin**: 0.79 kcal/mol
**Gap between HOMO and LUMO**: 8.55 eV
**Total charge**: 0

Geometry as XYZ:
```
19
Properties=species:S:1:pos:R:3:lowdin_charge:R:1
S -3.52 -0.08 -0.39 0.75
C -2.03 0.00 0.59 -0.70
C -1.06 -1.43 0.12 -0.06
C 0.26 -0.73 0.09 -0.18
C 1.52 -1.31 -0.17 0.00
C 2.60 -0.43 -0.35 -0.12
C 2.43 0.90 -0.25 -0.12
C 1.21 1.53 0.07 0.00
C 0.10 0.68 0.19 -0.22
N -1.22 1.05 0.34 -0.05
H -3.07 0.85 -1.20 -0.15
H -2.28 -0.24 1.70 0.11
H -1.55 -1.48 -0.90 0.08
H -1.25 -2.34 0.75 0.11
H 1.48 -2.31 -0.23 0.06
H 3.58 -0.74 -0.71 0.10
H 3.33 1.49 -0.20 0.10
H 1.13 2.56 0.17 0.08
H -1.66 2.04 0.38 0.20
```

Computed, not measured: 2 unconnected molecules or ions with the total composition C8H9O4S at a distorted geometry, with ωB97M-V/def2-TZVPD.

Values from the calculation:
**ΔE to the lowest compared entry with this formula, charge and spin**: 8.73 kcal/mol
**Gap between HOMO and LUMO (alpha / beta)**: 6.29 / 7.03 eV
**Total charge**: -1

Geometry as XYZ:
```
22
Properties=species:S:1:pos:R:3:lowdin_charge:R:1
C 3.77 1.24 0.29 -0.12
C 2.69 2.07 -0.01 -0.12
C 3.57 -0.14 0.38 -0.12
C 1.45 1.54 -0.23 -0.05
C 2.33 -0.69 0.16 -0.04
C 1.22 0.14 -0.16 -0.22
C -1.72 -2.00 -0.15 -0.07
C -0.06 -0.36 -0.38 -0.08
O -3.87 0.62 -0.47 -0.49
O -5.45 -1.00 0.51 -0.48
O -5.98 1.43 0.57 -0.47
O -0.36 -1.68 -0.36 -0.11
S -5.28 0.33 -0.12 0.49
H 4.75 1.66 0.46 0.09
H 2.84 3.14 -0.08 0.10
H 4.41 -0.78 0.63 0.09
H 0.61 2.18 -0.45 0.11
H 2.18 -1.75 0.24 0.10
H -1.87 -2.27 0.90 0.10
H -1.96 -2.86 -0.78 0.09
H -2.38 -1.16 -0.39 0.06
H -0.88 0.32 -0.56 0.12
```

Computed, not measured: 2 unconnected molecules or ions with the total composition C8H9O5PS at a distorted geometry, with ωB97M-V/def2-TZVPD.

Values from the calculation:
**Gap between HOMO and LUMO**: 9.50 eV
**Total charge**: 0

Geometry as XYZ:
```
24
Properties=species:S:1:pos:R:3:lowdin_charge:R:1
C 1.55 0.12 -0.88 -0.04
C 1.23 0.48 1.49 -0.01
C 0.34 0.80 -1.22 -0.07
C 0.04 1.06 1.19 -0.15
C 1.98 -0.03 0.39 -0.30
C -0.35 1.25 -0.12 -0.38
C -2.26 0.00 1.48 -0.10
C 3.22 -0.73 0.75 -0.06
O -2.87 -0.17 2.39 0.13
O -2.39 0.96 -1.63 -0.69
O -2.84 1.99 0.65 -0.51
O -1.21 -2.46 -0.85 -0.09
O -1.52 -1.34 -1.66 -0.47
P -3.00 -0.54 -1.38 0.90
S -1.95 2.15 -0.52 1.01
H 2.13 -0.34 -1.71 0.13
H 1.63 0.38 2.43 0.09
H -0.09 0.74 -2.26 0.13
H -0.63 1.37 2.04 0.12
H 3.25 -1.15 1.80 0.10
H 3.32 -1.55 0.06 0.07
H 4.13 -0.10 0.61 0.10
H -0.50 -2.05 -0.29 0.10
H -3.21 -0.84 -2.77 -0.02
```